(1)
One molecule with the formula C20H28N4O2S, computed with ωB97M-V/def2-TZVPD.

Last column: Löwdin charge in e.
Positions of all 55 atoms, in Å:
C 4.1496 1.1553 -0.4460  -0.10
C 3.2327 0.0052 -0.0502  -0.26
C 3.8648 -1.3502 -0.3689  -0.20
C 3.0084 -2.5262 0.0857  -0.18
N 1.8419 -2.6814 -0.7577  0.06
C 1.1241 -3.8131 -0.7724  -0.58
O 1.4161 -4.8224 -0.1647  0.05
C -0.1263 -3.7337 -1.6487  -0.34
S -1.5183 -3.0078 -0.7244  1.01
C -1.0583 -1.3316 -0.7686  -0.61
N -0.1118 -0.8193 -1.5107  0.00
N -0.0278 0.4896 -1.2108  0.09
C -0.9163 0.7658 -0.3011  -0.30
C -1.0457 2.0885 0.3604  -0.06
C 0.1557 2.2921 1.2527  -0.22
C 0.3966 1.4275 2.3135  -0.04
C 1.5143 1.5860 3.1126  -0.09
C 2.4072 2.6138 2.8616  -0.09
C 2.1745 3.4797 1.8076  -0.09
C 1.0580 3.3165 1.0059  -0.04
N -1.6170 -0.3701 0.0258  0.01
C -2.7178 -0.5380 0.9311  -0.08
C -4.0699 -0.1074 0.3233  -0.29
C -4.4048 -0.8032 -1.0059  -0.12
C -4.0468 0.2550 -2.0489  -0.14
C -4.3644 1.5414 -1.2912  -0.18
O -4.0436 1.2886 0.0662  -0.11
H 5.0970 1.0929 0.0859  0.07
H 3.6808 2.1063 -0.2070  0.05
H 4.3526 1.1293 -1.5140  0.07
H 3.0249 0.0648 1.0212  0.10
H 2.2852 0.1202 -0.5779  0.08
H 4.0419 -1.4300 -1.4433  0.12
H 4.8316 -1.4170 0.1347  0.11
H 2.6961 -2.3773 1.1282  0.13
H 3.5711 -3.4635 0.0401  0.12
H 1.4744 -1.8558 -1.2239  0.09
H 0.0239 -3.1262 -2.5389  0.08
H -0.4560 -4.7395 -1.9050  0.08
H -1.9766 2.1332 0.9269  0.11
H -1.0653 2.8627 -0.4074  0.13
H -0.2914 0.6188 2.5181  0.11
H 1.6893 0.9041 3.9321  0.10
H 3.2815 2.7363 3.4831  0.10
H 2.8673 4.2836 1.6058  0.11
H 0.8877 3.9895 0.1785  0.11
H -2.7685 -1.5933 1.2123  0.12
H -2.5385 0.0673 1.8237  0.13
H -4.8349 -0.3117 1.0855  0.15
H -5.4716 -1.0230 -1.0470  0.12
H -3.8537 -1.7324 -1.1299  0.07
H -2.9872 0.2130 -2.3025  0.11
H -4.6269 0.1609 -2.9632  0.12
H -5.4328 1.7851 -1.3731  0.12
H -3.7772 2.4008 -1.6194  0.12

Force components x, y, z for each atom (eV/Å):
C -0.229 -0.091 0.090
C 0.282 -0.050 -0.163
C -0.332 0.031 0.265
C 0.260 -0.248 0.037
N 0.341 0.376 -0.003
C -0.222 0.187 -0.413
O 0.011 -0.379 0.225
C -0.059 0.164 0.222
S -0.136 -0.367 0.051
C 0.075 0.006 -0.102
N -0.429 -0.691 -0.186
N 0.021 1.104 0.095
C -0.179 -0.082 -0.215
C 0.097 0.020 0.193
C 0.017 0.173 0.062
C -0.002 0.052 0.025
C -0.040 -0.084 0.071
C 0.095 0.049 0.023
C 0.085 0.055 0.050
C -0.088 -0.024 0.010
N 0.614 -0.146 -0.527
C -0.784 0.279 0.187
C 0.127 -0.432 0.278
C 0.000 0.190 0.088
C 0.028 0.142 0.159
C -0.177 0.067 -0.411
O 0.165 -0.111 0.225
H 0.142 0.035 0.037
H 0.035 0.137 -0.022
H 0.072 0.042 -0.141
H -0.090 -0.035 0.026
H -0.062 -0.003 0.071
H 0.101 -0.033 -0.066
H 0.059 -0.017 -0.031
H 0.089 -0.065 -0.039
H -0.048 0.118 0.087
H -0.066 -0.278 0.009
H 0.011 -0.090 -0.052
H 0.064 0.077 0.020
H 0.051 0.094 -0.090
H -0.099 -0.023 0.039
H -0.075 -0.107 0.008
H 0.014 -0.051 0.064
H 0.073 0.015 0.051
H 0.060 0.058 -0.024
H -0.028 0.062 -0.105
H 0.030 0.118 0.105
H 0.023 -0.155 -0.020
H 0.098 0.009 -0.098
H 0.000 -0.048 0.012
H -0.072 -0.052 -0.050
H 0.038 0.002 -0.028
H -0.004 -0.004 -0.060
H 0.104 0.030 -0.024
H -0.059 -0.027 -0.014

Summary:
- structure (SMILES) = CCCCNC(=O)CSc1nnc(Cc2ccccc2)n1C[C@@H]1CCCO1
- frontier orbital gap (eV) = 9.094

***

(2)
One molecule with the formula C20H28N4O2S, computed with ωB97M-V/def2-TZVPD.

Last column: Löwdin charge in e.
Positions of all 55 atoms, in Å:
C 4.6641 -4.5125 1.1069  -0.08
O 3.9440 -3.8258 0.1103  -0.08
C 2.6153 -3.6152 0.2948  -0.27
C 1.9610 -2.9388 -0.7383  -0.02
C 0.6189 -2.6457 -0.6442  -0.03
C -0.1128 -3.0444 0.4733  -0.14
C -1.5761 -2.7952 0.5913  -0.42
O -2.3526 -3.5998 1.0565  0.10
N -1.9430 -1.5616 0.1192  0.17
C -3.2425 -1.0883 0.0404  -0.23
C -4.4442 -1.7613 0.1459  0.00
C -5.4123 -0.7711 -0.0521  -0.15
N -4.8591 0.4051 -0.2625  0.07
N -3.5346 0.2156 -0.2067  -0.08
C -2.6736 1.3646 -0.3520  -0.26
C -1.7864 1.2936 -1.5997  -0.10
C -0.9031 2.5398 -1.6699  -0.18
N -0.1060 2.6106 -0.4662  -0.19
C 1.1079 3.3967 -0.5532  -0.44
C 0.9030 4.9183 -0.5409  -0.04
C 2.0746 2.9981 0.5690  -0.45
S 2.0562 1.2162 0.9382  0.81
C 2.7216 0.5637 -0.6159  -0.39
C -0.9529 2.8470 0.6846  -0.19
C -1.8283 1.6153 0.9002  -0.11
C 0.5325 -3.7517 1.4796  0.00
C 1.8856 -4.0237 1.4075  0.00
H 5.6905 -4.5608 0.7470  0.09
H 4.6395 -3.9756 2.0603  0.10
H 4.2826 -5.5282 1.2494  0.10
H 2.5326 -2.6641 -1.6114  0.12
H 0.1319 -2.1405 -1.4664  0.12
H -1.2037 -0.9177 -0.1189  0.11
H -4.5800 -2.8022 0.3447  0.09
H -6.4790 -0.8740 -0.0515  0.10
H -3.3693 2.2038 -0.4753  0.15
H -1.1369 0.4181 -1.5675  0.10
H -2.4105 1.2229 -2.4920  0.12
H -1.5428 3.4310 -1.7993  0.13
H -0.2413 2.4697 -2.5371  0.13
H 1.5738 3.1256 -1.5094  0.13
H 0.2467 5.2146 -1.3559  0.08
H 0.4619 5.2397 0.3993  0.08
H 1.8573 5.4235 -0.6657  0.08
H 3.0957 3.2802 0.3101  0.08
H 1.8124 3.4807 1.5094  0.07
H 3.6470 1.0792 -0.8568  0.04
H 1.9896 0.6911 -1.4077  0.03
H 2.9137 -0.4915 -0.4523  0.00
H -1.5945 3.7349 0.5471  0.13
H -0.3320 2.9982 1.5666  0.11
H -2.4835 1.7643 1.7595  0.13
H -1.1735 0.7697 1.1112  0.10
H -0.0428 -4.0825 2.3308  0.12
H 2.3573 -4.5597 2.2153  0.11

Force components x, y, z for each atom (eV/Å):
C 0.134 -0.126 0.192
O -0.265 0.163 -0.211
C -0.140 0.096 -0.142
C 0.237 -0.118 0.068
C -0.004 -0.062 0.137
C 0.185 -0.211 0.068
C 0.108 0.053 -0.013
O -0.075 -0.020 0.059
N 0.238 0.397 -0.146
C -0.614 -0.207 0.006
C 0.255 -0.084 0.033
C 0.348 0.069 -0.035
N -0.628 0.544 -0.108
N 0.054 -0.496 0.091
C 0.440 0.286 -0.010
C -0.196 0.309 -0.006
C 0.012 -0.249 -0.045
N -0.125 0.198 -0.294
C 0.092 0.205 0.071
C 0.007 -0.381 -0.134
C -0.066 -0.640 -0.125
S 0.396 0.017 0.148
C -0.244 0.329 0.434
C 0.035 -0.339 0.072
C -0.151 0.265 -0.063
C -0.226 0.158 -0.160
C 0.305 -0.087 0.023
H -0.067 -0.021 0.072
H -0.008 -0.030 -0.035
H 0.005 0.045 0.003
H 0.058 0.035 -0.091
H -0.053 0.056 -0.073
H -0.041 -0.176 0.082
H 0.030 -0.185 0.051
H -0.225 0.020 0.001
H 0.104 -0.165 0.020
H 0.060 -0.045 -0.064
H -0.045 -0.069 0.003
H 0.015 0.003 -0.073
H -0.024 0.054 0.027
H -0.043 0.000 0.097
H -0.066 0.122 -0.070
H -0.051 0.073 0.112
H 0.088 0.120 -0.005
H -0.020 0.145 0.038
H 0.036 0.091 0.039
H 0.104 -0.022 -0.112
H -0.028 -0.053 -0.199
H 0.036 -0.039 -0.044
H 0.068 0.028 0.072
H -0.029 0.081 0.039
H -0.061 -0.053 0.013
H 0.030 0.003 0.050
H -0.055 -0.047 0.075
H 0.071 -0.039 0.061

Summary:
- structure (SMILES) = COc1ccc(C(=O)Nc2ccnn2C2CCN([C@@H](C)CSC)CC2)cc1
- frontier orbital gap (eV) = 8.823

***

(3)
One molecule with the formula C20H28N4O4, computed with ωB97M-V/def2-TZVPD.

Last column: Löwdin charge in e.
Positions of all 56 atoms, in Å:
C -5.4439 6.2559 -0.2303  -0.03
C -3.9599 6.4811 -0.0324  -0.32
O -3.2953 6.3726 -1.3261  -0.08
N -2.6760 5.1455 -1.4020  0.14
C -2.6795 4.5864 -0.2607  -0.18
C -2.0651 3.2410 -0.0523  -0.44
O -2.0800 2.7245 1.0548  0.07
N -1.5256 2.6707 -1.1461  0.08
C -0.8858 1.3689 -1.0802  -0.16
C 0.5349 1.4476 -0.5294  -0.15
C 1.2313 0.0934 -0.4546  -0.31
C 2.7142 0.2539 -0.1186  -0.17
C 3.4076 -1.0973 0.0260  -0.16
C 2.6747 -1.9925 1.0222  -0.15
N 1.2637 -2.1088 0.6607  -0.04
C 0.7903 -3.1023 -0.1587  -0.41
O -0.1400 -2.9176 -0.9298  0.07
C 1.4094 -4.4593 -0.0394  -0.15
C 1.7546 -5.0276 1.1784  -0.05
C 2.2479 -6.3226 1.2307  -0.02
C 2.3982 -7.0808 0.0757  -0.26
N 2.9542 -8.3598 0.0953  0.11
C 2.0416 -6.4988 -1.1466  -0.25
O 2.2053 -7.2865 -2.2584  0.05
C 1.5438 -5.2148 -1.2013  0.04
C 0.5852 -0.8203 0.5879  -0.11
C -3.2809 5.4184 0.8334  -0.25
C -2.2070 5.9585 1.7765  -0.04
H -5.9720 6.3785 0.7168  0.09
H -5.8473 6.9667 -0.9502  0.08
H -5.6262 5.2453 -0.6000  0.09
H -3.7556 7.4909 0.3252  0.15
H -1.5570 3.1912 -2.0075  0.13
H -1.5048 0.7273 -0.4539  0.12
H -0.8804 0.9442 -2.0848  0.13
H 1.1204 2.1203 -1.1640  0.12
H 0.4990 1.8996 0.4667  0.12
H 1.1430 -0.4098 -1.4257  0.15
H 3.2093 0.8569 -0.8838  0.12
H 2.7996 0.8089 0.8242  0.12
H 3.4325 -1.6049 -0.9438  0.12
H 4.4433 -0.9675 0.3486  0.11
H 3.1302 -2.9768 1.0560  0.11
H 2.7308 -1.5611 2.0269  0.13
H 1.6254 -4.4638 2.0933  0.12
H 2.5205 -6.7622 2.1828  0.11
H 2.6681 -8.9231 0.8811  0.09
H 2.8293 -8.8571 -0.7739  0.08
H 1.8847 -6.8159 -3.0337  0.11
H 1.2310 -4.7853 -2.1468  0.13
H 0.6547 -0.3478 1.5741  0.14
H -0.4614 -1.0070 0.3674  0.12
H -4.0125 4.8382 1.3977  0.15
H -1.6949 5.1380 2.2767  0.08
H -1.4721 6.5446 1.2213  0.09
H -2.6557 6.6020 2.5344  0.08

Force components x, y, z for each atom (eV/Å):
C 0.002 0.001 0.004
C -0.008 0.002 0.000
O 0.008 0.004 -0.009
N 0.005 -0.008 0.008
C -0.003 0.019 -0.011
C 0.001 -0.030 0.004
O 0.001 0.012 -0.001
N -0.016 -0.002 -0.007
C 0.011 0.015 0.001
C 0.001 -0.015 -0.004
C -0.010 0.017 0.004
C -0.007 -0.008 0.011
C 0.010 0.003 0.006
C -0.022 0.014 0.000
N 0.011 -0.019 -0.019
C -0.005 -0.008 0.009
O -0.004 0.004 0.001
C -0.001 0.003 -0.018
C 0.007 -0.013 0.010
C -0.080 -0.014 0.018
C 0.140 0.041 -0.003
N -0.153 -0.066 -0.075
C -0.007 0.017 -0.010
O 0.009 -0.019 0.000
C 0.001 0.012 0.019
C 0.016 0.000 -0.012
C -0.006 -0.007 0.014
C 0.004 -0.005 -0.009
H 0.000 0.000 -0.001
H 0.001 0.000 -0.001
H 0.000 -0.001 -0.001
H -0.006 0.002 -0.001
H 0.010 0.001 0.001
H 0.000 -0.001 0.001
H -0.004 -0.004 0.000
H 0.001 0.001 0.001
H 0.001 0.002 0.001
H -0.001 -0.002 -0.002
H 0.001 0.000 -0.003
H 0.003 0.001 -0.001
H 0.000 -0.001 -0.001
H -0.001 0.000 -0.002
H 0.002 -0.004 0.000
H 0.004 0.000 0.002
H 0.002 -0.002 0.002
H 0.000 0.001 0.001
H 0.082 0.042 0.059
H 0.004 0.003 0.000
H -0.002 0.004 0.001
H -0.001 -0.001 -0.001
H -0.002 0.002 0.004
H -0.001 0.000 0.001
H 0.002 0.003 0.004
H 0.001 0.002 0.001
H 0.001 0.000 0.002
H -0.003 -0.001 0.001

Summary:
- structure (SMILES) = C[C@@H]1ON=C(C(=O)NCC[C@H]2CCCN(C(=O)c3ccc(N)c(O)c3)C2)[C@H]1C
- frontier orbital gap (eV) = 8.767

***

Which F_max belongs to each record? In order, 1.11 0.84 0.18 eV/A.